[1]
Below is a 2-piece molecular cluster, C4H5NS2 overall in a non-equilibrium geometry, with properties calculated with wB97M-V/def2-TZVPD.

The HOMO energy comes out at -8.190 eV. As for the SMILES: N=C=CSS.C#C. The calculation puts the lowest unoccupied orbital energy at 0.54 eV. The maximum force is 4.3 eV Å⁻¹.

```
! wB97M-V def2-TZVPD RIJCOSX def2/J DEFGRID3
* xyz 0 1
N 0.199 -2.999 0.401
C -0.173 -1.929 0.024
C -0.859 -0.955 -0.482
S -2.518 -0.763 -0.016
S -2.966 1.234 0.199
H 1.127 -2.967 0.948
H -0.477 -0.502 -1.392
H -3.128 1.506 -1.125
C 1.401 0.296 0.104
C 0.733 1.251 0.409
H 2.031 -0.546 -0.060
H 0.271 2.054 0.904
*
```

[2]
Below is C20H28F3GdO5S as an isolated structure in a non-equilibrium geometry, with properties calculated with wB97M-V/def2-TZVPD.

The HOMO energy (spin up / spin down) comes out at -7.833 / -7.871 eV. The calculation puts the lowest unoccupied orbital energy (spin up / spin down) at -1.15 / 0.30 eV. The maximum force is 2.7 eV Å⁻¹.

```
! wB97M-V def2-TZVPD RIJCOSX def2/J DEFGRID3
* xyz 0 8
O 0.358 -0.023 -3.683
C 0.195 1.240 -4.455
C 0.123 0.578 -5.805
H 1.069 1.891 -4.343
H -0.728 1.771 -4.195
C 0.217 -0.713 -4.954
H 1.006 0.756 -6.426
H -0.822 0.702 -6.319
C 1.453 -1.446 -5.406
H 2.352 -0.832 -5.315
H 1.318 -1.695 -6.465
H 1.594 -2.377 -4.866
C -1.053 -1.524 -5.042
H -1.910 -0.938 -4.696
H -0.968 -2.413 -4.417
H -1.195 -1.826 -6.090
Gd 0.085 -0.256 2.516
C -2.274 -0.817 3.717
C -2.285 0.593 3.941
C -2.539 1.245 2.699
H -2.220 1.088 4.904
C -2.724 0.238 1.710
C -2.537 -1.040 2.331
H -2.656 -2.009 1.847
H -2.166 -1.583 4.483
H -2.644 2.319 2.546
H -3.072 0.410 0.693
C 1.220 -2.065 3.926
C 0.213 -2.788 3.218
C 0.531 -2.755 1.822
H -0.610 -3.344 3.671
C 1.749 -2.017 1.668
C 2.178 -1.600 2.968
H 3.119 -1.104 3.199
H 1.304 -1.971 5.012
H 0.010 -3.300 1.031
H 2.290 -1.848 0.734
O 0.145 0.745 0.324
C -0.549 -0.156 -0.593
C -1.394 0.777 -1.440
H -1.063 -0.933 -0.016
H 0.218 -0.618 -1.235
C -0.334 1.861 -1.671
H -2.232 1.201 -0.886
H -1.795 0.285 -2.328
C 0.282 2.063 -0.303
H -0.640 2.781 -2.174
H 0.451 1.370 -2.245
H -0.281 2.795 0.298
H 1.355 2.338 -0.283
F 2.391 1.963 6.378
C 2.692 1.766 5.070
F 3.745 2.528 4.729
F 3.076 0.471 4.898
S 1.207 2.079 4.003
O 0.249 1.050 4.509
O 0.883 3.462 4.168
O 1.609 1.626 2.641
*
```

[3]
Below is a 3-piece molecular cluster, C2H10NO3 overall in a non-equilibrium geometry, with properties calculated with wB97M-V/def2-TZVPD.

The HOMO energy comes out at -15.169 eV. The calculation puts the lowest unoccupied orbital energy at -3.41 eV. The maximum force is 2.4 eV Å⁻¹.

```
! wB97M-V def2-TZVPD RIJCOSX def2/J DEFGRID3
* xyz 1 1
O 0.469 -1.282 2.022
C 1.263 -1.314 1.128
C 0.920 -0.900 -0.265
N -0.514 -0.371 -0.188
H 2.253 -1.770 1.263
H 1.473 -0.183 -0.863
H 0.836 -1.865 -0.774
H -0.578 0.053 0.739
H -0.822 0.194 -0.983
H -1.188 -1.134 -0.225
H -2.164 0.050 -3.607
H -2.146 1.508 -3.660
O -1.832 0.784 -3.080
H 1.192 2.707 1.007
H 0.375 2.181 2.156
O 0.364 2.298 1.196
*
```

[4]
Below is a 2-piece molecular cluster, C46H48BrF6N5O4 overall in a non-equilibrium geometry, with properties calculated with wB97M-V/def2-TZVPD.

The HOMO energy comes out at -6.504 eV. The calculation puts the lowest unoccupied orbital energy at -0.41 eV. The maximum force is 3.0 eV Å⁻¹.

```
! wB97M-V def2-TZVPD RIJCOSX def2/J DEFGRID3
* xyz 0 1
C 3.665 1.078 1.259
C 3.144 -0.350 1.093
C 3.529 -1.213 2.287
C 3.519 -0.981 -0.239
C 4.725 -1.670 -0.378
C 5.148 -2.126 -1.623
C 4.378 -1.865 -2.756
C 3.169 -1.184 -2.665
C 2.384 -0.940 -3.956
C 1.843 -2.251 -4.527
C 3.184 -0.169 -5.009
C 2.721 -0.792 -1.386
N 1.488 -0.070 -1.263
N 1.300 1.036 -2.024
N 0.081 1.527 -1.669
C -0.435 2.738 -2.299
C -1.587 2.697 -3.114
C -2.222 1.375 -3.512
C -1.289 0.552 -4.402
C -3.585 1.552 -4.180
C -2.103 3.894 -3.620
C -1.465 5.109 -3.379
C -0.280 5.123 -2.654
C 0.252 3.948 -2.113
C 1.541 4.067 -1.309
C 1.339 4.936 -0.066
C 2.689 4.621 -2.157
C -0.488 0.714 -0.715
C -1.801 0.967 -0.207
C -2.155 2.244 0.275
C -3.455 2.484 0.676
C -3.792 3.828 1.264
F -5.069 4.210 0.965
F -3.675 3.831 2.632
F -2.959 4.816 0.796
C -4.453 1.520 0.544
C -4.098 0.261 0.072
C -5.180 -0.762 -0.184
F -4.710 -1.880 -0.820
F -5.789 -1.187 0.967
F -6.158 -0.233 -0.990
C -2.785 -0.052 -0.240
C 0.369 -0.333 -0.444
C 0.206 -1.376 0.469
H 3.361 1.717 0.420
H 3.259 1.510 2.184
H 4.763 1.078 1.309
H 2.056 -0.301 1.121
H 3.166 -2.236 2.135
H 4.616 -1.225 2.432
H 3.046 -0.813 3.187
H 5.338 -1.839 0.506
H 6.080 -2.687 -1.711
H 4.718 -2.204 -3.737
H 1.543 -0.306 -3.678
H 1.268 -2.793 -3.766
H 1.184 -2.054 -5.383
H 2.672 -2.894 -4.859
H 3.519 0.795 -4.607
H 4.064 -0.738 -5.335
H 2.552 0.031 -5.884
H -2.386 0.812 -2.582
H -0.307 0.419 -3.934
H -1.721 -0.441 -4.588
H -1.136 1.068 -5.363
H -4.243 2.181 -3.568
H -3.465 2.011 -5.170
H -4.072 0.579 -4.307
H -3.005 3.875 -4.229
H -1.888 6.036 -3.779
H 0.253 6.065 -2.489
H 1.813 3.054 -1.001
H 0.494 4.581 0.540
H 2.241 4.915 0.559
H 1.138 5.977 -0.360
H 2.861 3.990 -3.037
H 2.463 5.641 -2.496
H 3.612 4.643 -1.563
H -1.390 3.013 0.339
H -5.482 1.762 0.781
H -2.506 -1.040 -0.599
H -0.783 -1.481 0.901
H 1.000 -2.107 0.609
C -2.869 -5.539 0.860
C -2.399 -5.710 2.277
O -1.808 -4.450 2.704
C -1.392 -4.563 3.980
O -1.563 -5.563 4.661
N -0.754 -3.394 4.400
C -0.270 -3.204 5.713
C -0.277 -4.109 6.771
C 0.230 -3.662 8.004
C 0.659 -2.330 8.147
C 0.593 -1.422 7.081
Br 1.013 0.407 7.323
C 0.185 -1.878 5.826
C -0.015 -1.282 4.493
N 0.397 0.014 4.046
O 1.516 0.456 4.373
O -0.381 0.628 3.281
C -0.609 -2.202 3.681
H -3.298 -6.478 0.506
H -3.649 -4.772 0.769
H -2.047 -5.282 0.183
H -3.226 -5.964 2.945
H -1.633 -6.487 2.348
H -0.657 -5.118 6.616
H 0.291 -4.337 8.856
H 1.053 -1.975 9.098
H -0.929 -2.076 2.660
*
```

[5]
Below is a 2-piece molecular cluster, C2H6NO3 overall in a non-equilibrium geometry, with properties calculated with wB97M-V/def2-TZVPD.

The HOMO energy comes out at -1.975 eV. The calculation puts the lowest unoccupied orbital energy at 3.90 eV. The maximum force is 3.6 eV Å⁻¹.

```
! wB97M-V def2-TZVPD RIJCOSX def2/J DEFGRID3
* xyz -1 1
C -0.854 0.149 1.107
C 0.987 0.225 -1.121
N 0.306 -0.737 1.161
O -0.170 -2.081 0.568
O 0.190 -0.477 -1.728
O 1.065 1.654 -1.051
H -1.594 0.070 1.920
H -0.534 1.192 1.084
H -1.366 -0.042 0.161
H 1.905 -0.212 -0.886
H -0.055 -1.745 -0.419
H 0.121 2.005 -0.795
*
```

[6]
Below is one molecule with the formula C18H21N3O5S in a non-equilibrium geometry, with properties calculated with wB97M-V/def2-TZVPD.

The HOMO energy comes out at -8.109 eV. As for the SMILES: COc1ccccc1Nc1ccc(S(=O)(=O)N2CCCCC2)cc1[N+](=O)[O-]. The calculation puts the lowest unoccupied orbital energy at -0.59 eV. The maximum force is 1.4 eV Å⁻¹.

```
! wB97M-V def2-TZVPD RIJCOSX def2/J DEFGRID3
* xyz 0 1
C 6.727 0.003 1.116
O 5.366 0.076 0.763
C 5.016 -0.122 -0.537
C 5.884 -0.470 -1.560
C 5.407 -0.640 -2.851
C 4.069 -0.446 -3.136
C 3.191 -0.094 -2.124
C 3.644 0.048 -0.820
N 2.828 0.446 0.238
C 1.541 0.130 0.472
C 0.902 -0.927 -0.217
C -0.410 -1.245 0.012
C -1.155 -0.524 0.944
S -2.876 -0.953 1.182
O -3.322 -0.350 2.407
O -3.014 -2.370 1.022
N -3.524 -0.213 -0.173
C -3.835 1.196 -0.016
C -5.347 1.453 0.009
C -6.027 0.282 0.711
C -5.870 -0.994 -0.127
C -4.532 -0.973 -0.881
C -0.571 0.487 1.658
C 0.769 0.826 1.444
N 1.294 1.888 2.227
O 0.518 2.565 2.871
O 2.506 2.086 2.222
H 7.128 -1.003 0.958
H 6.766 0.244 2.176
H 7.325 0.728 0.556
H 6.934 -0.614 -1.363
H 6.094 -0.916 -3.636
H 3.705 -0.556 -4.145
H 2.154 0.100 -2.350
H 3.280 1.029 0.946
H 1.489 -1.515 -0.904
H -0.886 -2.067 -0.496
H -3.357 1.752 -0.833
H -3.389 1.514 0.927
H -5.733 1.546 -1.008
H -5.546 2.387 0.534
H -7.084 0.494 0.876
H -5.552 0.142 1.684
H -6.685 -1.080 -0.848
H -5.902 -1.863 0.530
H -4.643 -0.518 -1.870
H -4.141 -1.983 -1.000
H -1.135 1.015 2.412
*
```